Below is a structure of composition C2H2N3O2S3 at a distorted geometry, with properties calculated with ωB97M-V with the def2-TZVPD basis set.

Positions of all 12 atoms, in Å:
C 0.617840 1.214282 0.039426
C -0.327875 -1.887422 -0.162124
N -0.554309 0.615468 0.079182
N -1.070110 -0.584076 0.389411
N 1.798825 0.554218 0.280952
O 0.830800 -1.676978 -0.410730
O -1.013890 -2.832742 -0.123028
S 0.308307 2.915684 -0.090660
S -1.838717 1.717210 -0.166669
S -2.712164 -0.230071 0.229052
H 1.481562 -0.377217 0.377746
H 2.479735 0.571644 -0.442560

Forces on the atoms, in the same order (eV/Å):
0.13 1.03 0.19
-0.74 2.63 0.84
1.26 2.47 -0.61
1.16 -2.43 0.49
-0.67 1.60 1.07
2.22 0.22 -0.86
-2.76 -3.33 -0.02
0.72 -0.41 -0.51
-0.34 0.59 0.11
-1.81 -1.01 -0.14
0.41 -1.83 0.05
0.41 0.46 -0.61

The net charge is -1. The HOMO energy is -3.46 eV. The HOMO-LUMO gap is 6.547 eV. Its total energy is -43177.0901 eV. Its maximum force is 0.084 hartree/bohr. The value obtained for the relative energy (zero: lowest compared OMol25 entry of this formula, charge and spin) is 11.3 kcal per mole.